(1)
Entry from the Open Molecules 2025 dataset: a molecular structure, C36H34F7N5O5PSSr (the ωB97M-V functional and the def2-TZVPD basis).

```
90
Properties=species:S:1:pos:R:3:mulliken_charge:R:1
Sr 2.102 0.338 1.758 2.078
C 4.798 0.817 -0.153 0.151
C 4.600 2.144 0.533 -0.855
C 5.024 2.049 1.796 -0.236
C 5.478 0.661 2.053 -0.229
C 5.328 -0.067 0.944 -0.887
H 5.493 0.887 -0.992 0.664
H 4.202 3.014 0.032 0.391
H 5.026 2.830 2.542 0.437
H 5.833 0.314 3.011 0.381
H 5.531 -1.118 0.813 0.375
O 2.841 3.208 4.948 -0.786
S 2.353 1.910 4.551 1.343
O 3.330 0.991 3.948 -0.693
N 1.197 1.925 3.499 0.540
C 0.198 2.871 3.423 -0.620
C -0.345 3.586 4.465 -0.423
C -1.397 4.499 4.250 -0.919
C -1.921 4.702 3.006 -0.861
C -1.390 3.986 1.905 1.135
C -1.870 4.145 0.585 -0.588
C -1.309 3.431 -0.431 -1.169
C -0.254 2.543 -0.130 -0.507
N 0.222 2.367 1.076 0.422
C -0.334 3.075 2.105 -0.346
C 1.784 1.105 6.026 -0.071
C 1.983 1.711 7.256 -0.194
C 1.544 1.068 8.406 -0.659
C 0.919 -0.166 8.315 -0.353
C 0.729 -0.766 7.076 -0.802
C 1.159 -0.131 5.923 -0.299
H 0.048 3.449 5.464 0.412
H -1.795 5.044 5.096 0.383
H -2.732 5.401 2.844 0.375
H -2.684 4.837 0.399 0.400
H -1.656 3.526 -1.451 0.454
H 0.197 1.949 -0.916 0.747
H 2.475 2.673 7.296 0.487
H 1.694 1.532 9.373 0.386
H 0.581 -0.668 9.213 0.376
H 0.253 -1.735 7.004 0.443
H 1.024 -0.605 4.959 0.344
C 0.852 -2.965 -5.925 -1.061
C 0.906 -1.460 -5.705 -1.100
N 0.873 -1.095 -4.295 0.264
C 2.039 -0.826 -3.666 -0.073
C 2.139 -0.530 -2.346 -0.336
C 3.499 -0.190 -1.891 0.285
O 4.500 -0.316 -2.554 -0.711
O 3.521 0.340 -0.641 0.039
C 0.934 -0.519 -1.519 0.272
O 0.957 -0.314 -0.271 -0.447
C -0.288 -0.750 -2.200 1.435
C -1.517 -0.702 -1.467 -1.130
C -2.680 -0.996 -2.114 0.520
F -3.863 -0.945 -1.430 -0.415
C -2.749 -1.355 -3.454 -2.220
C -1.541 -1.372 -4.204 -1.092
C -0.342 -1.073 -3.589 0.612
N -3.993 -1.708 -4.070 0.609
C -4.633 -2.897 -3.513 -0.546
C -5.854 -3.237 -4.392 -0.662
N -5.693 -2.458 -5.665 -0.135
C -5.874 -0.988 -5.409 -0.842
C -4.971 -0.636 -4.209 -0.509
H 0.829 -3.193 -6.991 0.375
H -0.031 -3.399 -5.455 0.328
H 1.730 -3.443 -5.491 0.332
H 0.085 -0.951 -6.213 0.440
H 1.829 -1.054 -6.119 0.447
H 2.929 -0.845 -4.280 0.482
H -1.499 -0.459 -0.415 0.633
H -1.595 -1.666 -5.242 0.270
H -4.967 -2.753 -2.480 0.405
H -3.907 -3.709 -3.529 0.430
H -6.799 -2.920 -3.953 0.332
H -5.915 -4.293 -4.642 0.367
H -6.303 -2.792 -6.406 0.283
H -4.707 -2.563 -5.933 0.406
H -6.933 -0.818 -5.224 0.373
H -5.578 -0.472 -6.320 0.399
H -5.573 -0.507 -3.301 0.386
H -4.450 0.298 -4.399 0.433
F 3.121 -2.029 1.932 -0.465
P 2.056 -3.026 2.742 1.361
F 0.976 -3.896 3.527 -0.364
F 3.108 -4.218 2.672 -0.380
F 2.681 -2.492 4.120 -0.359
F 1.010 -1.710 2.780 -0.518
F 1.423 -3.432 1.330 -0.375
```

⟨S²⟩ ... 0.7719
M ... 900.35 u
LUMO (spin up / spin down) ... -1.3082 / -1.3147 eV
Energy above the lowest of the compared OMol25 structures with the same formula, charge and spin ... 0.4067 eV
2S+1 ... 2
Frontier orbital gap (spin up / spin down) ... 3.38 / 5.81 eV


(2)
Entry from the Open Molecules 2025 dataset: 2 unconnected molecules or ions with the total composition C11H11NS at a distorted geometry (the ωB97M-V functional and the def2-TZVPD basis).

```
24
Properties=species:S:1:pos:R:3:mulliken_charge:R:1
C 3.453 -0.713 -1.062 -0.548
C 3.301 -0.835 0.305 -0.513
C 2.246 -0.692 -1.828 -0.477
C 2.006 -1.072 0.896 -0.386
C 1.005 -0.812 -1.240 -0.316
C 0.867 -0.964 0.133 0.225
C -2.692 -1.184 -0.567 0.202
C -2.711 2.352 0.143 -1.022
C -2.245 1.148 -0.084 0.187
C -0.799 -1.443 1.707 -0.555
C -3.098 -0.062 0.008 -0.394
N -0.375 -0.790 0.719 -0.079
S -2.485 -2.676 -1.013 -0.295
H 4.470 -0.602 -1.409 0.362
H 4.174 -0.846 0.878 0.403
H 2.188 -0.454 -2.856 0.382
H 2.019 -1.127 1.960 0.375
H 0.226 -0.541 -1.858 0.421
H -1.976 3.103 0.156 0.304
H -3.745 2.503 0.313 0.296
H -1.302 0.853 -0.078 0.445
H -0.285 -2.477 1.792 0.312
H -1.809 -1.223 2.274 0.283
H -4.135 0.046 0.249 0.387
```

M ... 189.28 u
LUMO ... -0.2348 eV
Energy above the lowest of the compared OMol25 structures with the same formula, charge and spin ... 3.9112 eV
Frontier orbital gap ... 7.74 eV
SMILES string ... C=Nc1ccccc1.C=CC=C=S


(3)
Entry from the Open Molecules 2025 dataset: C3H3F2NO in the gas phase (the ωB97M-V functional and the def2-TZVPD basis).

```
10
Properties=species:S:1:pos:R:3:mulliken_charge:R:1
C -0.622 0.344 0.252 -0.401
C -1.382 -0.873 -0.237 0.043
C 1.733 0.304 0.103 0.584
N 0.697 0.040 0.709 -0.332
O -0.963 -1.981 -0.372 -0.435
F 1.873 0.938 -1.074 -0.200
F 2.924 0.002 0.552 -0.202
H -1.177 0.747 1.105 0.291
H -2.432 -0.610 -0.479 0.320
H -0.651 1.088 -0.559 0.333
```

M ... 107.06 u
LUMO ... 0.7493 eV
Energy above the lowest of the compared OMol25 structures with the same formula, charge and spin ... 0.3429 eV
Frontier orbital gap ... 11.01 eV
SMILES string ... O=CCN=C(F)F


> energy above the lowest of the compared OMol25 structures with the same formula, charge and spin of number 2 (C11H11NS)?

3.9112 eV


> Look up the M of the second one.

189.28 u


> Which formula does entry 3 have?

C3H3F2NO


> Look up the energy above the lowest of the compared OMol25 structures with the same formula, charge and spin of the third one.

0.3429 eV